38
Properties=species:S:1:pos:R:3 method="wB97M-V/def2-TZVPD" orbital_gap_ev=7.9 max_force_ev_per_a=0.2 homo_energy_ev=-7.85
C -1.22 -4.88 -0.52
Cu 0.55 -1.03 -0.63
H 0.70 1.79 -1.19
O 2.43 -1.14 -0.42
C -1.17 2.80 -0.94
N -0.84 0.43 -1.02
H 1.00 0.01 1.47
C 3.17 3.18 1.53
O 4.86 2.07 0.32
H -3.21 3.44 -0.64
C 1.60 0.91 1.46
C -3.07 -3.38 -0.73
N -2.69 -1.03 -0.81
C -2.59 -4.66 -0.62
C 1.94 3.18 2.15
H 1.60 4.07 2.67
O 4.51 -0.39 -0.23
C 1.15 2.03 2.14
H 3.82 4.05 1.55
H -4.13 -3.18 -0.82
N -0.85 -2.51 -0.63
H 0.20 2.02 2.66
C -2.15 -2.31 -0.72
H -3.69 -1.02 -0.77
C -2.54 2.60 -0.75
H -0.80 -5.87 -0.43
H 5.03 1.13 0.02
C 3.64 2.04 0.87
H -0.74 3.79 -0.97
H 0.68 -3.87 -0.46
C -0.37 1.70 -1.06
C 3.29 -0.30 -0.01
C 2.82 0.90 0.79
H -3.28 -5.49 -0.62
C -0.40 -3.78 -0.53
C -2.14 0.25 -0.84
C -3.03 1.32 -0.70
H -4.08 1.13 -0.54

39
Properties=species:S:1:pos:R:3 method="wB97M-V/def2-TZVPD" orbital_gap_ev=6.8 charge=+1 max_force_ev_per_a=0.4 homo_energy_ev=-11.53
C 2.15 1.89 2.69
H 2.15 -1.88 -1.42
S 0.80 -0.66 2.73
H 3.42 3.30 -0.12
H 3.17 3.74 2.32
C 2.15 -2.32 -0.41
C -3.84 0.17 -1.76
C -1.56 0.17 -0.89
C 2.42 1.41 0.00
H 2.49 1.17 -1.05
H -1.52 2.65 -1.85
C 2.79 2.82 1.88
C 1.68 0.74 2.09
F 2.41 3.30 4.56
C -0.62 -0.37 -0.32
H -1.24 -5.24 -0.07
Ru 0.76 -1.25 0.59
C 1.97 2.10 4.18
F 0.67 2.01 4.52
C 2.93 2.58 0.53
H -3.38 3.80 -3.01
C -4.71 2.12 -2.85
C -2.46 2.14 -2.01
H 2.02 -4.30 -1.34
H -3.96 -0.85 -1.41
C -4.88 0.82 -2.41
C 1.78 -3.80 -0.40
H -5.52 2.63 -3.36
H 2.34 -4.32 0.38
H 3.13 -2.12 0.04
O -0.29 -3.06 0.51
F 2.64 1.17 4.87
C -2.62 0.83 -1.56
N 1.82 0.52 0.78
N -0.28 -5.12 -0.34
H -5.82 0.31 -2.56
H 0.20 -5.88 -0.79
C -3.50 2.78 -2.66
C 0.33 -3.98 -0.06

39
Properties=species:S:1:pos:R:3 method="wB97M-V/def2-TZVPD" orbital_gap_ev=8.7 max_force_ev_per_a=0.9 homo_energy_ev=-8.51
C 0.49 -0.93 0.09
H 0.75 -2.71 -1.87
C 2.55 0.21 0.06
C -3.22 2.16 -1.93
H -2.86 -2.70 2.95
O -1.74 -1.51 1.67
C -0.11 -2.91 -1.26
C -0.38 -2.08 -0.18
C -2.09 2.53 0.23
H -3.65 1.72 -2.80
C 4.04 0.29 -0.19
C 0.68 1.24 0.77
H -3.80 -1.59 1.90
C 1.87 -0.96 -0.18
H -1.56 3.19 2.19
H -3.23 -3.61 0.87
H 0.63 3.18 1.29
N -0.08 0.17 0.56
C -2.35 -3.40 0.28
N 0.10 2.33 1.30
C -1.53 -2.32 0.61
H -0.70 -4.61 -2.41
C -1.34 2.36 1.51
H -3.58 4.26 -2.20
H -2.71 -5.04 -1.03
S -2.47 1.16 -0.75
C -0.93 -3.98 -1.57
N 2.00 1.32 0.52
F 4.43 -0.52 -1.19
F 4.47 1.51 -0.49
H -2.82 -0.94 3.24
H -2.39 4.66 0.09
C -2.87 -1.71 2.47
C -2.05 -4.21 -0.79
C -3.17 3.47 -1.59
H -1.62 1.41 1.96
H 2.37 -1.85 -0.53
C -2.52 3.69 -0.36
F 4.74 -0.11 0.89

Number 1: LUMO energy 0.02 eV. Number 2: LUMO energy -4.68 eV. Number 3: LUMO energy 0.19 eV.